*w*
DFT (ωB97M-V/def2-TZVPD) results for a structure of composition C4H7NO.

Computed properties:
- Kohn-Sham gap (eV) = 9.44
- charge = 0

Each line ends with the Mulliken charge.
Cartesian coordinates (Å):
1 C 1.96 -0.39 0.43  -1.366
2 C 0.70 0.16 0.07  0.775
3 O 0.75 1.45 0.18  -0.562
4 C -0.52 -0.51 -0.42  -0.037
5 C -1.83 -0.02 0.11  -0.437
6 N -1.48 0.20 -1.28  -0.595
7 H 1.97 1.13 0.31  0.456
8 H 2.28 -1.36 0.04  0.273
9 H 2.15 -0.30 1.50  0.309
10 H -0.41 -1.58 -0.63  0.361
11 H -1.81 0.82 0.80  0.246
12 H -2.61 -0.75 0.29  0.263
13 H -1.15 1.16 -1.40  0.314



*x*
DFT (ωB97M-V/def2-TZVPD) results for a cluster of 2 separate species, C4H7NO in total.

Computed properties:
- Kohn-Sham gap (spin up / spin down) (eV) = 8.35 / 7.67
- charge = 0

Each line ends with the Mulliken charge.
Cartesian coordinates (Å):
1 C 1.30 -1.46 0.02  -0.901
2 C 0.07 1.36 0.95  -0.482
3 O -1.06 0.77 0.92  -0.188
4 C -1.76 0.38 -0.15  -0.327
5 C -1.28 0.71 -1.42  0.376
6 N -0.81 1.03 -2.44  -0.447
7 H 1.50 -2.52 0.17  0.323
8 H 1.78 -1.11 -0.89  0.261
9 H 1.69 -0.90 0.87  0.207
10 H 0.58 1.61 0.02  0.377
11 H 0.46 1.55 1.93  0.296
12 H -2.69 -0.10 0.08  0.345
13 H 0.22 -1.32 -0.06  0.158



*y*
DFT (ωB97M-V/def2-TZVPD) results for a structure of composition C4H7NO.

Computed properties:
- Kohn-Sham gap (eV) = 10.30
- charge = 0

Each line ends with the Mulliken charge.
Cartesian coordinates (Å):
1 C 1.30 0.42 -1.34  -1.152
2 C 0.50 0.00 -0.09  0.072
3 N -0.36 0.64 1.35  -0.587
4 C -1.31 -0.48 1.14  -0.478
5 C -0.95 -0.19 -0.29  0.678
6 O -1.64 0.32 -1.13  -0.581
7 H 2.32 0.77 -1.14  0.340
8 H 0.77 1.12 -1.98  0.322
9 H 1.42 -0.50 -1.95  0.306
10 H 1.04 -0.77 0.46  0.258
11 H 0.27 0.43 2.12  0.271
12 H -2.38 -0.32 1.32  0.298
13 H -0.98 -1.45 1.53  0.254



*z*
DFT (ωB97M-V/def2-TZVPD) results for the molecule C4H7NO.

Computed properties:
- structure (SMILES) = [H]/N=C1/CCCO1
- Kohn-Sham gap (eV) = 11.05
- charge = 0

Each line ends with the Mulliken charge.
Cartesian coordinates (Å):
1 H 2.52 1.18 0.18  0.290
2 N 2.21 0.36 0.71  -0.695
3 C 1.11 0.04 0.19  0.437
4 C 0.09 -1.00 0.63  -0.333
5 C -1.09 -0.57 -0.26  -0.454
6 C -0.75 0.95 -0.54  -0.455
7 O 0.62 0.75 -0.89  -0.417
8 H 0.49 -2.02 0.47  0.257
9 H -0.14 -0.95 1.70  0.242
10 H -2.09 -0.79 0.10  0.376
11 H -0.94 -1.10 -1.22  0.223
12 H -0.70 1.74 0.25  0.263
13 H -1.32 1.42 -1.34  0.264



Relative to the most stable one, in hartree, the structures come out at *w* 0.1155; *x* 0.1074; *y* 0.0709; *z* 0.0000.



*w*
DFT (ωB97M-V/def2-TZVPD) results for the molecule C4H7NO.

Computed properties:
- Kohn-Sham gap (eV) = 11.26
- charge = 0

Each line ends with the Mulliken charge.
Cartesian coordinates (Å):
1 C -2.01 -0.06 0.11  -0.185
2 C -0.12 0.03 -0.01  1.738
3 C 0.72 -1.23 0.11  -1.366
4 C 0.75 1.25 -0.17  -1.293
5 N -1.15 -0.01 1.03  -0.680
6 O -1.14 -0.18 -1.02  -0.472
7 H -3.12 -0.09 -0.05  0.295
8 H 1.08 -1.06 1.12  0.357
9 H 1.68 -1.22 -0.53  0.287
10 H 0.10 -2.07 -0.01  0.367
11 H 0.40 2.28 -0.04  0.364
12 H 1.20 1.14 -1.14  0.337
13 H 1.62 1.23 0.63  0.251



*x*
DFT (ωB97M-V/def2-TZVPD) results for the molecule C4H7NO.

Computed properties:
- structure (SMILES) = C/C=N\CC=O
- Kohn-Sham gap (eV) = 10.36
- charge = 0

Each line ends with the Mulliken charge.
Cartesian coordinates (Å):
1 C 0.69 1.24 0.72  -1.017
2 C -0.76 0.85 0.79  0.244
3 N -1.33 -0.23 0.43  -0.531
4 C -0.52 -1.28 -0.14  -0.561
5 C 0.19 -0.92 -1.44  0.052
6 O 0.04 0.11 -2.05  -0.450
7 H 0.80 2.05 -0.01  0.258
8 H 1.02 1.62 1.69  0.356
9 H 1.35 0.43 0.41  0.279
10 H -1.42 1.61 1.22  0.363
11 H -1.17 -2.13 -0.38  0.340
12 H 0.23 -1.66 0.56  0.339
13 H 0.89 -1.70 -1.80  0.329



*y*
DFT (ωB97M-V/def2-TZVPD) results for a structure of composition C4H7NO.

Computed properties:
- Kohn-Sham gap (eV) = 9.32
- charge = 0

Each line ends with the Mulliken charge.
Cartesian coordinates (Å):
1 C 0.89 -1.54 -0.59  -0.480
2 N 0.97 -0.97 0.75  -0.621
3 C -0.32 -0.93 0.05  0.105
4 C -0.87 0.30 -0.61  -0.345
5 C -0.59 1.77 0.38  -0.488
6 O 0.14 1.30 -0.69  -0.288
7 H 1.37 -1.01 -1.41  0.222
8 H 0.98 -2.63 -0.64  0.255
9 H 1.41 -0.05 0.67  0.314
10 H -1.06 -1.62 0.44  0.385
11 H -1.68 1.07 0.05  0.313
12 H -0.98 2.78 0.21  0.347
13 H -0.26 1.53 1.38  0.281



Relative to the most stable one, in hartree, the structures come out at *w* 0.0282; *x* 0.0000; *y* 0.1650.



*w*
DFT (ωB97M-V/def2-TZVPD) results for the molecule C4H7NO.

Computed properties:
- structure (SMILES) = C[C@H]1CN1C=O
- Kohn-Sham gap (eV) = 10.45
- charge = 0

Each line ends with the Mulliken charge.
Cartesian coordinates (Å):
1 C -1.69 -0.27 0.53  -1.152
2 C -0.38 -0.68 -0.12  0.170
3 C 0.34 0.02 -1.30  -0.554
4 N 0.69 0.23 0.04  0.021
5 C 1.80 0.71 0.64  0.048
6 O 2.66 1.31 0.03  -0.566
7 H -1.47 0.08 1.54  0.254
8 H -2.39 -1.11 0.63  0.347
9 H -2.20 0.55 0.01  0.315
10 H -0.14 -1.74 0.00  0.319
11 H 1.07 -0.54 -1.90  0.242
12 H -0.08 0.88 -1.82  0.222
13 H 1.80 0.57 1.73  0.336



*x*
DFT (ωB97M-V/def2-TZVPD) results for the molecule C4H7NO.

Computed properties:
- Kohn-Sham gap (spin up / spin down) (eV) = 7.47 / 7.46
- charge = 0

Each line ends with the Mulliken charge.
Cartesian coordinates (Å):
1 O -1.53 -0.97 0.79  -0.439
2 C -0.67 -0.14 0.21  0.598
3 C -0.98 1.30 0.42  -1.095
4 N 1.19 0.40 -1.30  -0.770
5 C 1.78 -0.32 -0.30  -0.287
6 C 0.28 -0.56 -0.72  -0.236
7 H -1.25 -1.89 0.63  0.340
8 H -1.85 1.47 -0.23  0.278
9 H -1.25 1.56 1.44  0.356
10 H -0.15 1.89 0.01  0.366
11 H 2.03 0.09 0.69  0.238
12 H 2.30 -1.28 -0.48  0.281
13 H 0.11 -1.55 -1.17  0.370



*y*
DFT (ωB97M-V/def2-TZVPD) results for the molecule C4H7NO.

Computed properties:
- structure (SMILES) = O=CN1CCC1
- Kohn-Sham gap (eV) = 10.49
- charge = 0

Each line ends with the Mulliken charge.
Cartesian coordinates (Å):
1 O -0.28 -1.81 1.59  -0.550
2 C -1.00 -1.26 0.78  0.109
3 N -0.47 -0.68 -0.33  -0.139
4 C 1.01 -0.41 -0.14  -0.521
5 C 0.66 1.07 0.00  -0.437
6 C -0.63 0.75 -0.75  -0.480
7 H -2.10 -1.28 0.91  0.369
8 H 1.49 -0.70 -1.08  0.267
9 H 1.57 -0.86 0.69  0.275
10 H 0.42 1.28 1.05  0.221
11 H 1.35 1.81 -0.39  0.361
12 H -1.55 1.28 -0.48  0.281
13 H -0.49 0.82 -1.84  0.244



Relative to the most stable one, in hartree, the structures come out at *w* 0.0086; *x* 0.0942; *y* 0.0000.



*w*
DFT (ωB97M-V/def2-TZVPD) results for the molecule C4H7NO.

Computed properties:
- structure (SMILES) = O[C@H]1C[C@H]2N[C@@H]12
- Kohn-Sham gap (eV) = 10.67
- charge = 0

Each line ends with the Mulliken charge.
Cartesian coordinates (Å):
1 O -1.46 0.67 1.19  -0.573
2 C -1.06 0.06 0.00  -0.410
3 C -0.04 0.86 -0.88  -0.539
4 C 1.07 -0.15 -0.49  -0.118
5 N 1.06 -0.17 0.97  -0.581
6 C 0.04 -0.96 0.15  -0.291
7 H -0.62 0.91 1.63  0.427
8 H -1.94 -0.32 -0.50  0.393
9 H 0.10 1.91 -0.62  0.284
10 H -0.30 0.75 -1.94  0.281
11 H 1.88 -0.48 -1.13  0.367
12 H 1.12 -1.05 1.47  0.285
13 H 0.08 -2.05 0.13  0.474



*x*
DFT (ωB97M-V/def2-TZVPD) results for the molecule C4H7NO.

Computed properties:
- structure (SMILES) = C[C@H]1CN1C=O
- Kohn-Sham gap (eV) = 10.89
- charge = 0

Each line ends with the Mulliken charge.
Cartesian coordinates (Å):
1 C 1.77 -0.48 0.18  -1.303
2 C 0.44 0.22 0.33  0.352
3 C -0.29 0.97 -0.74  -0.529
4 N -0.72 -0.34 -0.34  -0.261
5 C -1.98 -0.54 0.20  0.104
6 O -2.96 0.11 -0.10  -0.507
7 H 1.86 -1.27 0.94  0.293
8 H 2.60 0.21 0.33  0.319
9 H 1.88 -0.95 -0.80  0.333
10 H 0.27 0.63 1.33  0.363
11 H -0.92 1.80 -0.42  0.261
12 H 0.08 1.05 -1.76  0.233
13 H -2.03 -1.42 0.86  0.343



Relative to the most stable one, in hartree, the structures come out at *w* 0.0761; *x* 0.0000.



*w*
DFT (ωB97M-V/def2-TZVPD) results for the molecule C4H7NO.

Computed properties:
- structure (SMILES) = C[C@H]1NCC1=O
- Kohn-Sham gap (eV) = 10.40
- charge = 0

Each line ends with the Mulliken charge.
Cartesian coordinates (Å):
1 C -1.70 -0.09 -0.25  -1.288
2 C -0.37 -0.19 0.48  0.320
3 N 0.67 -1.04 -0.17  -0.524
4 C 1.61 0.09 -0.34  -0.332
5 C 0.55 1.01 0.25  0.345
6 O 0.46 2.19 0.46  -0.558
7 H -2.29 -1.01 -0.16  0.339
8 H -1.54 0.13 -1.31  0.296
9 H -2.28 0.74 0.19  0.313
10 H -0.53 -0.41 1.54  0.326
11 H 1.01 -1.78 0.43  0.272
12 H 1.88 0.28 -1.38  0.228
13 H 2.54 0.08 0.26  0.264



*x*
DFT (ωB97M-V/def2-TZVPD) results for the molecule C4H7NO.

Computed properties:
- structure (SMILES) = C[C@H]1CC(=O)N1
- Kohn-Sham gap (eV) = 10.59
- charge = 0

Each line ends with the Mulliken charge.
Cartesian coordinates (Å):
1 C 0.88 1.26 -0.55  -1.368
2 C -0.20 0.20 -0.45  0.249
3 C 0.19 -1.20 0.00  -0.446
4 C -0.73 -1.01 1.19  0.422
5 O -0.97 -1.67 2.17  -0.544
6 N -1.05 0.33 0.80  -0.489
7 H 0.48 2.22 -0.91  0.337
8 H 1.31 1.41 0.44  0.327
9 H 1.66 0.94 -1.24  0.322
10 H -0.80 0.19 -1.38  0.381
11 H -0.15 -2.01 -0.65  0.240
12 H 1.23 -1.31 0.26  0.259
13 H -1.86 0.64 0.33  0.311



Relative to the most stable one, in hartree, the structures come out at *w* 0.0082; *x* 0.0000.



*w*
DFT (ωB97M-V/def2-TZVPD) results for a cluster of 3 separate species, C4H7NO in total.

Computed properties:
- Kohn-Sham gap (eV) = 11.17
- charge = 0

Each line ends with the Mulliken charge.
Cartesian coordinates (Å):
1 C 1.72 -0.80 -0.74  -1.244
2 C 0.39 -0.20 -0.36  0.694
3 C -0.71 -1.01 0.11  -0.649
4 N -0.11 -0.44 1.06  -0.462
5 C -0.85 2.09 1.52  0.153
6 O -0.57 2.34 2.60  -0.180
7 H 2.55 -0.12 -0.46  0.287
8 H 1.78 -0.98 -1.82  0.306
9 H 1.87 -1.74 -0.21  0.336
10 H 0.17 0.79 -0.76  0.402
11 H -2.47 0.61 -0.68  0.101
12 H -1.55 -1.68 -0.04  0.336
13 H -2.24 1.15 -0.22  -0.081



*x*
DFT (ωB97M-V/def2-TZVPD) results for the molecule C4H7NO.

Computed properties:
- structure (SMILES) = C=CNCC=O
- Kohn-Sham gap (eV) = 9.92
- charge = 0

Each line ends with the Mulliken charge.
Cartesian coordinates (Å):
1 C -1.69 -0.40 0.10  -0.735
2 C -0.61 -0.72 0.82  -0.200
3 N 0.58 -1.13 0.16  -0.387
4 C 1.25 0.02 -0.50  -0.436
5 C 0.36 1.26 -0.42  0.066
6 O 0.53 2.17 0.35  -0.500
7 H -1.69 -0.61 -0.96  0.409
8 H -2.44 0.28 0.49  0.284
9 H -0.54 -0.46 1.87  0.293
10 H 1.22 -1.63 0.77  0.277
11 H 1.45 -0.19 -1.56  0.231
12 H 2.21 0.25 -0.02  0.299
13 H -0.49 1.28 -1.14  0.399



Relative to the most stable one, in hartree, the structures come out at *w* 0.0511; *x* 0.0000.